Density functional theory data (the ωB97M-V functional and the def2-TZVPD basis) for a single C5H8O molecule.

Results
energy above the lowest of the compared OMol25 structures with the same formula, charge and spin: 60.7 kcal/mol
SMILES string: C1CC1[C@H]1CO1
HOMO: -9.813 eV
frontier orbital gap: 0.405 Ha

Each atom is followed by the atoms it is bonded to, with distances in Å.
Atoms and positions in Å:
1 C 1.56 -0.48 -0.76  C2 1.497, C3 1.528, H7 1.087, H8 1.092
2 C 0.90 -1.56 0.03  C1 1.497, C3 1.510, H9 1.090, H10 1.085
3 C 0.48 -0.13 0.26  C1 1.528, C2 1.510, C4 1.532, H11 1.088
4 C -0.83 0.54 -0.15  C3 1.532, C5 1.494, O6 1.421, H12 1.092
5 C -1.85 1.29 0.65  C4 1.494, O6 1.413, H13 1.101, H14 1.087
6 O -0.75 1.94 0.04  C4 1.421, C5 1.413
7 H 1.34 -0.42 -1.83  C1 1.087
8 H 2.60 -0.25 -0.53  C1 1.092
9 H 1.49 -2.06 0.80  C2 1.090
10 H 0.21 -2.22 -0.49  C2 1.085
11 H 0.90 0.34 1.15  C3 1.088
12 H -1.33 0.20 -1.07  C4 1.092
13 H -2.78 1.62 0.18  C5 1.101
14 H -1.94 1.20 1.73  C5 1.087